No. 1
Computed, not measured: an isolated molecule of C5H8N2 at a distorted geometry, with wB97M-V/def2-TZVPD.

```
15
Properties=species:S:1:pos:R:3:forces:R:3:lowdin_charge:R:1
C 0.11126 1.87079 -0.73905 -0.0589 2.2644 -1.1721 -0.234
C 1.28556 -1.08709 -0.83339 -3.3613 0.2323 1.3229 -0.123
C 0.72638 -1.45752 0.54311 0.6883 1.0130 -2.7394 -0.063
C -1.38668 0.78774 0.93425 0.9348 2.8293 0.2813 -0.039
C -0.43738 0.67402 -0.28320 -2.0034 -2.9455 -0.4764 -0.405
N 0.58956 2.84811 -1.08646 0.2713 0.6047 -0.2311 0.174
N 0.79672 -0.05537 0.01933 -0.5328 -1.2144 2.0296 -0.096
H 2.24854 -1.05981 -1.08174 3.9757 0.0792 -0.5124 0.060
H 0.67424 -1.27957 -1.67745 -0.7751 -0.5676 -0.6895 0.096
H -0.15189 -2.05615 0.36499 -0.4464 0.0809 0.6860 0.098
H 1.44196 -1.70216 1.29600 -0.0262 -0.0991 0.5389 0.093
H -0.82252 1.23160 1.82451 -0.8420 -0.8435 -1.1227 0.115
H -1.61038 -0.21853 1.02587 -0.8921 -1.8735 1.2007 0.027
H -2.34200 1.39267 0.77828 1.4780 -0.7918 -0.1631 0.109
H -1.12338 0.11126 -1.08507 1.5902 1.2317 1.0474 0.186
```
Forces are in eV/Å.

Properties
- HOMO energy (Eh) = -0.3609
- ΔE to the lowest compared entry with this formula, charge and spin (eV) = 2.835
- structure (SMILES) = C[C@@H](C#N)N1CC1
- frontier orbital gap (eV) = 10.70
- E_tot (eV) = -8292.16106
- maximum force (eV Å⁻¹) = 4.01

No. 2
Computed, not measured: a cluster of 2 separate species, C5H8N2 in total at a distorted geometry, with wB97M-V/def2-TZVPD.

```
15
Properties=species:S:1:pos:R:3:forces:R:3:lowdin_charge:R:1
C 1.95099 0.17527 0.16386 -0.0935 0.2542 -0.1187 -0.041
C 1.05219 -0.90566 -0.39614 0.5219 -0.4140 0.3938 -0.343
C -0.23134 -1.33305 0.21195 -0.1233 0.0868 0.6620 -0.277
C -0.87227 -0.46515 1.18638 -1.1968 1.1665 1.1235 -0.200
N -1.51739 0.34609 1.72743 1.4971 -1.8870 -0.1544 0.158
N -0.17962 -0.64992 -1.08350 0.7285 -0.6107 -0.6629 0.162
C -1.99051 1.38189 -0.48902 -0.5645 0.7668 -0.7447 0.074
H 1.38505 0.91291 0.74170 0.0437 -0.1241 -0.1158 0.075
H 2.71388 -0.26549 0.81616 -0.2149 0.0200 -0.1293 0.083
H 2.46334 0.69436 -0.65310 -0.0954 -0.0671 0.1209 0.081
H 1.61273 -1.74904 -0.81963 -0.1955 0.2103 -0.0747 0.147
H -0.51712 -2.38324 0.27445 0.0561 0.2328 -0.1976 0.142
H -1.71353 0.36440 -0.69907 -0.5556 0.6417 -0.1376 -0.059
H -2.86374 1.82235 -0.97222 0.2460 -0.1323 0.1230 0.001
H -1.29266 2.05430 -0.00924 -0.0537 -0.1440 -0.0873 -0.003
```
Forces are in eV/Å.

Properties
- HOMO energy (spin up / spin down) (Eh) = -0.3857 / -0.2922
- ΔE to the lowest compared entry with this formula, charge and spin (eV) = 6.045
- frontier orbital gap (spin up / spin down) (eV) = 11.06 / 6.65
- E_tot (eV) = -8288.95156
- maximum force (eV Å⁻¹) = 2.41

No. 3
Computed, not measured: an isolated molecule of C5H8N2 at a distorted geometry, with wB97M-V/def2-TZVPD.

```
15
Properties=species:S:1:pos:R:3:forces:R:3:lowdin_charge:R:1
C 2.17051 -0.70914 -0.22395 0.0521 -0.0658 -0.0569 -0.042
N 0.86457 -0.09340 -0.32266 -0.1452 0.0634 -0.1858 -0.172
C 0.58873 1.23688 -0.08462 -0.0815 -0.1311 0.0249 -0.076
C -0.69521 1.40941 0.33434 0.0116 -0.0516 0.2336 -0.014
C -1.29551 0.08974 0.34401 0.0826 -0.0785 0.0115 -0.378
C -2.51638 -0.55880 0.25350 -0.5172 0.6687 -0.0028 -0.047
N -0.24313 -0.77070 0.18300 -0.2522 0.0095 -0.0299 0.054
H 2.90933 -0.01569 -0.63726 -0.1717 -0.1126 0.0720 0.088
H 2.17601 -1.61607 -0.83484 0.0564 0.0987 0.1161 0.086
H 2.45444 -0.96548 0.80548 -0.1466 0.0789 -0.1088 0.090
H 1.35582 1.97507 -0.30522 -0.2195 -0.1878 0.0397 0.123
H -1.22672 2.34847 0.39744 0.1313 -0.1597 0.1245 0.101
H -0.68705 -1.67121 -0.08000 1.2432 -0.0845 -0.4525 0.151
H -2.70124 -1.04070 -0.70418 0.1786 -0.6151 0.4437 0.026
H -3.38086 -0.28052 0.82885 -0.2219 0.5676 -0.2293 0.009
```
Forces are in eV/Å.

Properties
- HOMO energy (Eh) = -0.2416
- ΔE to the lowest compared entry with this formula, charge and spin (eV) = 3.429
- structure (SMILES) = C=C1C=CN(C)N1
- frontier orbital gap (eV) = 7.36
- E_tot (eV) = -8291.56710
- maximum force (eV Å⁻¹) = 1.33

No. 4
Computed, not measured: an isolated molecule of C5H8N2 at a distorted geometry, with wB97M-V/def2-TZVPD.

```
15
Properties=species:S:1:pos:R:3:forces:R:3:lowdin_charge:R:1
C -1.25282 -1.13253 0.57891 -0.1189 -0.0180 0.1112 -0.015
N -0.33977 -0.42996 -0.34754 -0.1425 0.0700 -0.1121 -0.131
C 1.02363 -0.97836 -0.36764 0.0460 0.0837 -0.0784 -0.112
C 1.84819 0.03231 0.00933 -0.1488 -0.0373 -0.1461 -0.106
C 1.15949 1.27387 0.18881 -0.1590 0.0894 -0.0616 -0.076
C -0.18795 1.07166 -0.11947 -0.1602 0.1777 -0.1418 -0.408
N -1.31358 1.57508 -0.51285 0.1579 0.5175 0.2226 0.071
H -2.22739 -0.65012 0.49665 0.0808 -0.0477 0.1091 0.087
H -1.31311 -2.17831 0.26572 -0.0270 0.1659 0.0828 0.094
H -0.87324 -1.06989 1.60028 0.0505 0.0496 -0.1836 0.106
H 1.17125 -2.04819 -0.40296 -0.0732 0.1916 -0.0353 0.094
H 2.92215 -0.10073 0.13603 -0.3098 0.0526 0.0020 0.107
H 1.62454 2.24381 0.29156 -0.0967 -0.1496 0.1288 0.085
H -1.33902 2.57373 -0.62873 0.1855 0.3101 0.2841 0.034
H -0.90236 -0.18237 -1.18809 0.7156 -1.4556 -0.1817 0.169
```
Forces are in eV/Å.

Properties
- HOMO energy (Eh) = -0.2497
- ΔE to the lowest compared entry with this formula, charge and spin (eV) = 2.811
- frontier orbital gap (eV) = 7.77
- E_tot (eV) = -8292.18516
- maximum force (eV Å⁻¹) = 1.63

No. 5
Computed, not measured: an isolated molecule of C5H8N2, with wB97M-V/def2-TZVPD.

```
15
Properties=species:S:1:pos:R:3:forces:R:3:lowdin_charge:R:1
C -2.64300 -0.52113 -0.30900 -0.1553 -0.0815 -0.0282 -0.142
N -1.46981 0.24023 0.06539 0.2585 -0.1995 -0.0649 -0.006
C -0.33952 -0.28240 -0.14798 -0.0561 0.0827 0.0128 -0.145
C 0.93864 0.43524 0.14422 -0.0001 -0.2759 -0.0502 -0.455
C 2.22145 -0.30291 -0.17803 0.0309 -0.0082 -0.0197 -0.050
C 0.91258 1.55150 1.06942 -0.0192 0.2525 -0.4057 -0.081
N 0.91549 1.94281 -0.11830 0.0030 -0.0592 0.5001 0.193
H -3.18757 0.02007 -1.09083 0.0796 -0.0542 0.1358 0.077
H -3.31331 -0.60272 0.55282 0.0907 0.0252 -0.1129 0.073
H -2.41460 -1.53384 -0.67888 0.0096 0.1484 0.0544 0.070
H -0.23221 -1.29398 -0.57646 -0.0608 0.1389 0.0369 0.118
H 3.02047 0.41500 -0.38410 -0.1121 -0.0996 0.0686 0.079
H 2.10139 -0.93654 -1.06402 0.0022 0.1018 0.1116 0.072
H 2.54265 -0.94384 0.65133 -0.0607 0.0654 -0.1064 0.079
H 0.88255 1.95096 2.07652 -0.0102 -0.0368 -0.1323 0.117
```
Forces are in eV/Å.

Properties
- HOMO energy (Eh) = -0.3494
- ΔE to the lowest compared entry with this formula, charge and spin (eV) = 2.642
- structure (SMILES) = C/N=C/[C@]1(C)C=N1
- frontier orbital gap (eV) = 10.60
- E_tot (eV) = -8292.35438
- maximum force (eV Å⁻¹) = 0.50

No. 6
Computed, not measured: an isolated molecule of C5H8N2O at a distorted geometry, with wB97M-V/def2-TZVPD.

```
16
Properties=species:S:1:pos:R:3:forces:R:3:lowdin_charge:R:1
C -0.95010 1.79538 1.96128 -0.7358 -0.2231 -0.3466 -0.355
C 1.13058 -0.20428 -0.44665 -2.8234 0.2869 4.0434 -0.165
C 0.29203 -1.25932 -1.11245 0.1049 3.8122 0.0074 -0.129
C 0.62124 0.23549 1.00556 1.0312 1.3576 -0.8459 -0.132
C -1.07128 -0.74333 -1.45513 -1.2222 0.3026 -0.6309 -0.196
N -1.53149 2.13481 2.89817 0.2725 0.1671 0.1623 0.121
N -0.36615 1.37597 0.83336 1.0706 -1.5810 0.2214 0.008
O -1.47808 0.41132 -1.54839 1.1204 -1.5447 0.3121 0.041
H 2.04342 -0.57661 -0.26321 3.5661 -1.2867 0.2326 0.073
H 1.18091 0.69678 -0.89041 0.3971 2.7932 -2.4311 0.078
H 0.84193 -1.36634 -2.01397 0.0681 -1.0660 -1.2629 0.124
H 0.32280 -2.07336 -0.47642 -0.4610 -2.1767 0.7010 0.101
H 0.29383 -0.67212 1.43039 -1.4954 -0.9186 0.8918 0.086
H 1.39963 0.57420 1.76631 -0.5588 -0.1390 -1.5078 0.138
H -1.76838 -1.54673 -1.69769 -0.4423 -0.2488 -0.1654 0.120
H -0.96086 1.21812 0.00924 0.1079 0.4650 0.6187 0.087
```
Forces are in eV/Å.

Properties
- HOMO energy (Eh) = -0.3503
- ΔE to the lowest compared entry with this formula, charge and spin (eV) = 2.350
- structure (SMILES) = N#CNCCCC=O
- frontier orbital gap (eV) = 9.77
- E_tot (eV) = -10340.37578
- maximum force (eV Å⁻¹) = 4.94